Entry 1:
Formula: C23H52P4PdS
Source: the Open Molecules 2025 dataset
Level of theory: ωB97M-V/def2-TZVPD

Properties
- Energy relative to the best compared isomer or geometry (same formula, charge and spin): 0.0 kcal/mol
- Spin multiplicity: 5
- Highest occupied orbital energy (alpha / beta): -19.413 / -20.438 eV
- Kohn-Sham gap (alpha / beta): 8.9 / 4.7 eV
- Total charge: +4

```
81
C23H52P4PdS ωB97M-V/def2-TZVPD
Pd 0.01484 -0.04104 0.03188
P -0.76232 1.91318 1.12371
P -2.10708 -0.68974 -0.76139
P 2.18533 0.83613 -0.50231
H 2.01739 -1.17909 -6.21164
C 2.68902 -1.76687 -5.58706
C 2.38536 -3.20605 -5.44312
H 1.49760 -3.61701 -5.92674
C -1.13944 3.30113 0.00414
C -2.28585 1.70204 2.10606
C 0.41209 2.57493 2.35205
C -2.01433 -2.19989 -1.75580
C -3.44707 -1.09219 0.41361
C -2.80097 0.56182 -1.87731
C 3.30258 -0.10488 -1.59145
C 3.30516 1.13505 0.91708
C 2.09464 2.46309 -1.33320
H 3.72145 -1.42804 -5.51585
H 3.21845 -3.90110 -5.42875
H -1.54615 4.13560 0.59227
H -1.88236 2.99288 -0.74215
H -0.23595 3.62941 -0.51674
H -2.44180 2.60519 2.71683
H -2.19738 0.83822 2.77842
H -3.15206 1.56896 1.44888
H -0.12502 3.24610 3.03849
H 1.21494 3.13927 1.85714
H 0.85017 1.75417 2.93638
H -2.88027 -2.22091 -2.43906
H -2.03664 -3.08862 -1.11311
H -1.10118 -2.22459 -2.35985
H -4.40171 -0.76958 -0.01825
H -3.32033 -0.60626 1.38338
H -3.47988 -2.17876 0.56889
H -3.58848 0.09179 -2.47830
H -2.02416 0.93173 -2.55420
H -3.22520 1.40684 -1.32162
H 4.23832 0.45628 -1.73201
H 2.84285 -0.28092 -2.57146
H 3.52932 -1.07877 -1.13864
H 4.10462 1.82246 0.61013
H 3.76550 0.18723 1.22010
H 2.77228 1.56149 1.77212
H 3.04983 2.66958 -1.83564
H 1.89215 3.26303 -0.60841
H 1.29553 2.45298 -2.08746
C 0.36012 -1.77409 -4.25788
C 0.20739 -0.39160 -4.07588
C -0.90669 0.25014 -4.63739
C -1.88847 -0.49864 -5.27872
C -1.76388 -1.88910 -5.37645
C -0.62082 -2.53063 -4.89141
S 1.97484 -2.56705 -3.82334
H 1.35349 -3.60933 -3.21939
H 0.95116 0.16464 -3.49998
H -1.00418 1.33413 -4.53994
H -2.78019 -0.00480 -5.66949
H -2.56693 -2.48473 -5.81432
H -0.49774 -3.61343 -4.97693
C -1.72906 -2.06736 3.55832
C -0.35309 -1.47011 3.25819
P 0.37023 -1.80656 1.59055
C 2.16410 -2.00264 1.94699
C 2.59160 -3.05031 2.97485
C -0.26667 -3.44942 1.06782
C -0.08562 -4.62728 2.02285
H -2.53968 -1.36828 3.31231
H -1.80606 -2.27657 4.63325
H -1.91336 -3.00652 3.02520
H -0.38874 -0.37078 3.34671
H 0.38114 -1.81664 3.99796
H 2.64715 -2.19692 0.97825
H 2.50799 -1.00938 2.28461
H 2.55009 -4.06535 2.55768
H 3.63259 -2.86509 3.26103
H 1.99573 -3.02381 3.88881
H -1.33440 -3.32037 0.83022
H 0.23613 -3.66878 0.11015
H -0.27710 -4.37114 3.07400
H -0.79252 -5.42733 1.75412
H 0.91713 -5.05651 1.95281
```

Results of the Mulliken charge analysis, in e, for atoms 1 through 2: -0.343, 0.697

***

Entry 2:
Formula: C23H54AlBF4N3OSSi
Source: the Open Molecules 2025 dataset
Level of theory: ωB97M-V/def2-TZVPD

Properties
- Spin multiplicity: 1
- Highest occupied orbital energy: -6.653 eV
- Kohn-Sham gap: 8.2 eV
- Total charge: -1

```
89
C23H54AlBF4N3OSSi ωB97M-V/def2-TZVPD
C -4.32862 -1.40055 2.50162
C -4.78190 0.03098 2.79818
C -4.19943 0.53274 4.10443
C -4.22759 2.06300 4.22598
C -3.26591 2.68279 3.20640
C -2.91057 4.14853 3.48188
C -2.62231 4.97352 2.21636
C -1.84469 4.18230 1.17145
C -1.24236 5.03601 0.05495
C -1.91039 4.87868 -1.31557
C -2.23675 3.43852 -1.72649
C -1.17141 2.39543 -1.40065
C -0.15535 2.12652 -2.54331
C -0.19865 0.66556 -3.00708
C 0.72089 -0.24056 -2.16401
C 2.08023 -0.41612 -2.85169
Si 3.14429 -1.86733 -2.17882
C 2.01754 -3.09759 -1.25094
S 1.48834 -2.56655 0.40850
C -0.32400 -2.43097 0.38446
C -1.06422 -3.54818 -0.32516
C 3.77507 -2.79023 -3.71648
C 4.99938 -3.72585 -3.56838
N 5.28872 -4.18183 -2.21695
N 6.16455 -3.08788 -4.16665
N 4.71818 -4.93080 -4.40882
B 4.54909 -1.02154 -1.03815
O 4.29634 -0.74777 0.29977
C 5.98363 -0.55083 -1.58184
C 6.95615 -0.23993 -0.41803
H -3.42711 -1.35831 1.89641
H -5.06838 -1.92448 1.90644
H -4.16112 -1.94907 3.41794
H -5.86547 0.09761 2.78639
H -4.44387 0.63292 1.95882
H -3.15672 0.22006 4.13997
H -4.72097 0.06891 4.93388
H -4.00004 2.37961 5.23820
H -5.23293 2.36227 3.93796
H -3.78313 2.65607 2.25567
H -2.37550 2.07093 3.12579
H -1.97529 4.15287 4.04098
H -3.64953 4.62516 4.11778
H -1.96510 5.78470 2.52657
H -3.52539 5.43185 1.81621
H -1.02193 3.71513 1.71050
H -2.45604 3.36905 0.80662
H -1.34808 6.07926 0.34579
H -0.17426 4.87862 -0.04781
H -1.30110 5.35098 -2.08304
H -2.83943 5.44587 -1.29969
H -2.44105 3.40919 -2.79348
H -3.17189 3.15190 -1.25558
H -1.68993 1.46019 -1.21554
H -0.62175 2.60959 -0.49150
H 0.83960 2.28110 -2.13104
H -0.27888 2.81629 -3.37058
H 0.12181 0.64116 -4.04532
H -1.21322 0.27391 -2.99868
H 0.21057 -1.19216 -2.07310
H 0.85642 0.20069 -1.18448
H 1.90809 -0.60714 -3.90686
H 2.63359 0.51770 -2.76508
H 1.16763 -3.27705 -1.90273
H 2.48799 -4.06833 -1.14054
H -0.61967 -1.45280 0.02810
H -0.60914 -2.46167 1.42943
H -1.13535 -4.43208 0.29485
H -2.07930 -3.21606 -0.52555
H -0.61723 -3.81735 -1.27701
H 2.94788 -3.39875 -4.06825
H 3.93401 -2.06311 -4.50732
H 4.48853 -4.55197 -1.72507
H 5.82186 -3.52709 -1.66198
H 6.03653 -2.08499 -4.20279
H 7.00024 -3.27868 -3.62229
H 5.60672 -5.19608 -4.82218
H 4.48416 -5.69937 -3.78485
H 4.73742 -1.38436 0.88814
H 5.84716 0.37713 -2.13869
H 6.46137 -1.32387 -2.17625
H 7.90053 0.06634 -0.85690
H 6.57732 0.52928 0.23810
H 7.16634 -1.15168 0.13551
F -4.05646 -3.49672 5.77828
Al -5.59450 -2.91535 6.22821
F -5.44285 -1.31707 6.80693
F -6.25752 -3.90001 7.44671
F -6.61393 -2.92078 4.86307
```

Results of the Mulliken charge analysis, in e, for atoms 1 through 2: -1.053, -0.116

***

Entry 3:
Formula: C23H54INO6P2Si2
Source: the Open Molecules 2025 dataset
Level of theory: ωB97M-V/def2-TZVPD

Properties
- Spin multiplicity: 1
- Highest occupied orbital energy: -7.425 eV
- Kohn-Sham gap: 7.9 eV
- Total charge: 0

```
89
C23H54INO6P2Si2 ωB97M-V/def2-TZVPD
C 4.04293 0.21814 2.71450
C 3.21947 -1.03828 2.05676
C 2.10323 -0.60314 0.92003
C 1.31912 0.81357 1.26974
Si -0.24666 1.08876 0.12843
I -0.10198 -0.66340 -1.68245
O -1.77353 0.97502 1.04258
Si -2.87972 -0.10853 0.20984
P -4.92353 -0.15237 1.01454
C -5.09602 0.79619 2.66311
C -5.85504 2.22879 2.33846
C -5.52897 -1.98651 1.17573
C -5.02075 -2.78188 -0.20498
P -0.05809 3.03205 -0.96171
N 1.04353 2.73542 -2.15069
H 4.01462 1.13976 1.95706
H 5.16775 -0.11981 2.80321
H 3.53625 0.48004 3.74010
H 3.98675 -1.74582 1.51178
H 2.69498 -1.69439 2.90173
H 2.64409 -0.50741 -0.11378
H 1.26901 -1.44442 0.95059
H 0.99853 0.72937 2.41522
H 2.00614 1.76149 1.19917
H -2.97163 0.32280 -1.19793
H -2.34187 -1.47292 0.35557
H -5.86761 0.17345 3.32733
H -4.11102 0.90371 3.28660
H -7.00579 2.09048 2.61993
H -5.46023 3.13459 2.96570
H -5.83153 2.43269 1.16947
H -6.69489 -2.03368 1.31696
H -4.91450 -2.47339 2.05134
H -3.88913 -3.13013 -0.06849
H -5.64631 -3.78304 -0.33351
H -5.16818 -2.11137 -1.17564
H -1.32506 3.34544 -1.57077
H 0.44208 4.09861 -0.11399
H 1.85471 3.38786 -2.06455
C 3.45146 5.29676 -5.46029
C 2.79800 4.06097 -4.90191
O 3.00671 3.69492 -3.74644
C 1.87931 3.29048 -5.81205
H 4.08669 5.75014 -4.69182
H 4.07498 5.03208 -6.31801
H 2.68721 6.02068 -5.75415
H 2.43277 2.93637 -6.68541
H 1.04500 3.92497 -6.12155
H 1.47995 2.42358 -5.27503
C 6.99452 -3.79733 3.84604
C 7.03115 -2.30317 3.66685
O 6.10020 -1.59213 4.04158
C 8.25093 -1.71276 3.01145
H 6.05520 -4.08160 4.33234
H 7.04695 -4.28978 2.87175
H 7.82653 -4.11614 4.47900
H 8.35932 -2.11228 1.99997
H 9.13890 -1.93864 3.60723
H 8.13840 -0.62521 2.94855
C -10.14733 3.42965 3.60722
C -9.78364 2.17346 4.35267
O -8.93497 1.39637 3.91847
C -10.49855 1.90497 5.64990
H -9.55235 3.49236 2.68979
H -11.20602 3.40782 3.33666
H -9.93032 4.30450 4.22533
H -11.57287 1.81516 5.47036
H -10.29717 2.71184 6.35903
H -10.13467 0.96432 6.07669
C 1.16604 1.47075 -10.84137
C 0.85903 2.22265 -9.57395
O 1.52633 2.05503 -8.55450
C -0.29603 3.18756 -9.60223
H 2.02409 0.81113 -10.67322
H 0.30638 0.86000 -11.12856
H 1.41678 2.17428 -11.63929
H -1.22082 2.65332 -9.83416
H -0.11043 3.96760 -10.34489
H -0.40010 3.65773 -8.61862
C 3.90444 -7.14794 2.66425
C 5.24626 -7.25382 3.33826
O 6.28984 -7.24937 2.68743
C 5.26171 -7.36533 4.83937
H 4.04735 -7.07390 1.58088
H 3.30968 -8.03950 2.87844
H 3.38444 -6.25117 3.01055
H 4.72747 -8.26658 5.15047
H 4.80223 -6.47826 5.28258
H 6.29782 -7.43434 5.18736
```

Results of the Mulliken charge analysis, in e, for atoms 1 through 2: -0.598, -0.382

***

Entry 4:
Formula: C23H54N8O11
Source: the Open Molecules 2025 dataset
Level of theory: ωB97M-V/def2-TZVPD

Properties
- Spin multiplicity: 2
- Highest occupied orbital energy (alpha / beta): 0.260 / -6.716 eV
- Kohn-Sham gap (alpha / beta): 1.9 / 8.9 eV
- Total charge: -1

```
96
C23H54N8O11 ωB97M-V/def2-TZVPD
C -1.03453 -3.20332 2.76154
O -2.21237 -3.56859 2.00645
C -3.36373 -3.97664 2.56527
O -3.50364 -4.10491 3.76724
O -4.21891 -4.20161 1.57240
C -5.31940 -5.04916 1.79780
H -0.29843 -2.67631 2.15446
H -0.44952 -3.99447 3.23052
H -1.35669 -2.50078 3.53014
H -5.84331 -5.41993 0.91680
H -6.01584 -4.58852 2.49842
H -5.00795 -5.96222 2.30517
C 2.10294 -4.74634 -0.71838
C 0.52522 -4.59730 -0.50536
O -0.10509 -5.39647 0.16805
N 0.00066 -3.54332 -1.18294
C -1.40152 -3.16819 -1.20123
H 2.58821 -4.63755 0.25156
H 2.45891 -4.01077 -1.43973
H 2.32434 -5.75015 -1.08093
H 0.60134 -2.97053 -1.75843
H -1.55684 -2.68039 -0.23892
H -2.15062 -3.95965 -1.22434
H -1.66000 -2.68008 -2.14093
C -3.79329 0.15435 3.68047
C -3.24107 1.01789 2.58854
O -2.13971 0.69417 2.13358
N -3.93234 2.10855 2.19394
C -3.37814 3.07364 1.29495
H -4.86737 0.33061 3.73880
H -3.24845 0.47015 4.57014
H -3.67746 -0.90320 3.44325
H -4.72762 2.42240 2.73165
H -3.58671 4.08477 1.64452
H -3.76238 3.06057 0.27500
H -2.28898 3.10694 1.26816
C 3.27448 -0.33429 1.84028
C 3.75129 -1.74989 1.51062
O 4.36272 -2.01508 0.52287
N 3.47441 -2.80441 2.28672
C 2.56385 -2.64214 3.36225
H 2.42305 -0.00544 1.24444
H 4.13718 0.32341 1.73414
H 3.00432 -0.26733 2.89414
H 3.90148 -3.65922 1.95958
H 2.24673 -3.63818 3.67118
H 1.62743 -2.10827 3.20038
H 3.16625 -2.09937 4.09069
C 3.10701 -1.23271 -4.04677
C 3.60863 0.19013 -3.93899
O 4.78139 0.47206 -4.25360
N 2.75649 1.02097 -3.30583
C 3.00492 2.40137 -3.06032
H 3.00645 -1.42624 -5.11473
H 2.12139 -1.54260 -3.69949
H 3.82055 -1.86192 -3.51474
H 1.87398 0.64587 -2.98869
H 2.63511 2.70013 -2.07947
H 2.37012 3.06526 -3.64716
H 4.03002 2.73480 -3.22186
O -0.41655 3.51890 4.61205
C 0.12886 2.41932 4.80792
N 0.04988 1.41630 3.96032
C 1.03172 2.38384 5.96661
H 0.14989 0.44207 4.20725
H -0.52291 1.68097 3.17167
H 0.36989 2.55003 6.81659
H 1.77416 3.16602 5.80829
H 1.56378 1.44269 6.10540
O 1.18959 -0.15100 -1.31188
C 0.19613 0.09898 -0.66128
N -0.06164 -0.42454 0.52017
C -0.74110 1.18595 -1.15326
H -0.91743 -0.10572 0.95154
H 0.53247 -1.09655 0.98443
H -1.60643 1.31072 -0.50231
H -1.00630 0.96046 -2.18618
H -0.19672 2.12917 -1.19898
O 0.61117 5.20296 -4.35814
C 0.53984 5.51689 -3.19031
N 1.64651 5.87027 -2.55625
C -0.80210 5.41340 -2.43816
H 2.47071 5.77309 -3.13188
H 1.71899 6.06412 -1.56768
H -1.63306 5.46424 -3.14174
H -1.02938 6.24019 -1.76522
H -1.01831 4.55513 -1.80198
O 0.52474 0.74271 -6.55034
C 0.18083 1.68749 -5.87476
N 0.97721 2.74295 -5.80128
C -1.16224 1.76417 -5.14828
H 0.73548 3.57336 -5.27965
H 1.80472 2.68153 -6.37708
H -1.94419 1.78004 -5.90749
H -1.28005 2.67712 -4.56455
H -1.36731 0.92254 -4.48670
```

Results of the Mulliken charge analysis, in e, for atoms 1 through 2: -0.428, -0.042

***

Entry 5:
Formula: C23H55FN23O11P
Source: the Open Molecules 2025 dataset
Level of theory: ωB97M-V/def2-TZVPD

Properties
- SMILES string: CC(=O)N(C)c1ccc2ncc(F)nc2c1P(C)C.NC(N)=O.NC(N)=O.NC(N)=O.NC(N)=O.NC(N)=O.NC(N)=O.NC(N)=O.NC(N)=O.NC(N)=O.NC(N)=O
- Spin multiplicity: 1
- Highest occupied orbital energy: -7.209 eV
- Kohn-Sham gap: 6.7 eV
- Total charge: 0

```
114
C23H55FN23O11P ωB97M-V/def2-TZVPD
C -4.03616 -1.62550 -3.43496
C -4.15441 -1.67818 -1.92558
O -4.87986 -0.88843 -1.36946
N -3.46504 -2.66022 -1.13750
C -3.63685 -4.03133 -1.65390
C -2.07556 -2.34766 -0.90607
C -1.18803 -2.07800 -1.97623
C 0.10862 -1.75116 -1.72365
C 0.58943 -1.64901 -0.40411
N 1.90353 -1.28183 -0.22093
C 2.24916 -1.18349 1.03355
C 1.35648 -1.45468 2.09369
F 1.83321 -1.33327 3.34096
N 0.14124 -1.82532 1.95136
C -0.29409 -1.92525 0.65669
C -1.64640 -2.31114 0.40562
P -2.87629 -2.78872 1.67367
C -2.05232 -3.18829 3.25216
C -4.02219 -1.39008 1.97778
H -5.04434 -1.69203 -3.85005
H -3.45012 -2.42870 -3.87069
H -3.64608 -0.64644 -3.70860
H -3.14661 -4.16451 -2.62472
H -3.18040 -4.69719 -0.92397
H -4.69956 -4.25687 -1.72021
H -1.50410 -2.12113 -3.00711
H 0.78495 -1.54508 -2.54209
H 3.26968 -0.90019 1.27336
H -1.50537 -2.35596 3.69457
H -1.32869 -3.98680 3.08414
H -2.79302 -3.56267 3.95855
H -4.87426 -1.54286 1.31824
H -3.60820 -0.39505 1.81328
H -4.38383 -1.50772 3.00061
C 1.04896 1.98799 -2.05825
O 0.18096 1.28503 -2.56965
N 2.14394 1.49195 -1.43707
N 0.95502 3.35326 -2.05091
H 2.84782 2.09078 -1.03287
H 2.23501 0.49127 -1.39073
H 0.15402 3.76266 -2.49405
H 1.63945 3.94413 -1.60969
C 5.07368 -4.16066 -0.28450
O 5.49583 -3.58936 0.71178
N 4.02452 -3.66990 -1.01086
N 5.59869 -5.33185 -0.74233
H 3.65553 -4.12554 -1.82832
H 3.61659 -2.81289 -0.68395
H 6.36717 -5.71991 -0.22941
H 5.22631 -5.81831 -1.53895
C 4.61202 4.39082 -2.06273
O 4.06847 3.69560 -1.21014
N 4.97858 5.67475 -1.82950
N 4.88350 3.90982 -3.31066
H 5.42820 6.26621 -2.50467
H 4.78650 6.05413 -0.92126
H 4.61748 2.96259 -3.50656
H 5.32598 4.45347 -4.02632
C 0.41963 -3.78327 6.42663
O -0.11297 -4.40039 7.33369
N 0.68135 -2.44414 6.49894
N 0.79232 -4.37953 5.25400
H 1.10914 -1.92245 5.75635
H 0.41942 -1.97164 7.34296
H 0.60666 -5.35954 5.15754
H 1.21778 -3.88216 4.49439
C -1.17601 3.12767 1.48892
O -0.21181 3.82695 1.74686
N -2.11346 2.80167 2.43604
N -1.40383 2.61094 0.24711
H -2.91249 2.22663 2.24936
H -1.97464 3.16346 3.36015
H -0.73475 2.81685 -0.47461
H -2.19222 2.03326 0.02466
C 6.19393 8.71127 -0.61765
O 6.34150 8.32486 -1.77365
N 6.95411 8.22852 0.40474
N 5.24984 9.63195 -0.28852
H 6.84754 8.52109 1.35713
H 7.65149 7.54418 0.17803
H 4.64751 9.97390 -1.02460
H 5.10260 9.95699 0.64796
C 2.15619 -6.62857 -1.41747
O 3.06132 -6.22786 -2.13871
N 1.82644 -5.98865 -0.26211
N 1.42004 -7.73421 -1.72293
H 1.08897 -6.28880 0.34655
H 2.36510 -5.17150 -0.02536
H 1.64671 -8.21751 -2.57170
H 0.67519 -8.07817 -1.14770
C 3.51164 10.04106 -3.79953
O 3.17936 10.34555 -2.66122
N 2.69995 10.25734 -4.87787
N 4.71838 9.46931 -4.05669
H 2.95304 10.01718 -5.81660
H 1.80726 10.67875 -4.70325
H 5.29168 9.30951 -3.24780
H 5.04502 9.21020 -4.96734
C -8.60403 -1.26727 -2.88065
O -8.54302 -2.47948 -2.76560
N -7.55482 -0.44944 -2.58152
N -9.73696 -0.63583 -3.32693
H -7.58347 0.54715 -2.67925
H -6.70853 -0.87989 -2.24304
H -10.52346 -1.21381 -3.55431
H -9.81282 0.35747 -3.42982
C -4.92650 -4.12757 5.83301
O -4.93928 -4.60622 4.71267
N -4.00550 -4.48833 6.77579
N -5.83007 -3.17768 6.23100
H -3.97160 -4.09754 7.69753
H -3.31833 -5.17052 6.51325
H -6.51870 -2.89320 5.56029
H -5.83692 -2.76741 7.14474
```

Results of the Mulliken charge analysis, in e, for atoms 1 through 2: -1.362, 0.847